No. 1
Entry from the OMol25 dataset: a molecular structure, C22H22N2S3SbSe5Ta in a non-equilibrium geometry (ωB97M-V with the def2-TZVPD basis set).

HOMO-LUMO gap (spin up / spin down) = 0.1857 / 0.1857 hartree
E_HOMO (spin up / spin down) = -13.1014 / -13.1024 eV
maximum force = 6.357 eV Å⁻¹
lowest unoccupied orbital energy (spin up / spin down) = -8.0 / -8.0 eV
total energy = -393459.954 eV

Structure (ORCA input):
```
! RIJCOSX wB97M-V def2-TZVPD def2/J DEFGRID3
* xyz 2 1
Ta 0.239 0.852 -0.762
C 1.586 4.742 0.140
C 1.095 4.896 1.452
C 0.136 4.044 1.958
C -0.196 2.899 1.211
C 0.467 2.646 -0.063
C 1.218 3.672 -0.630
C -1.130 1.966 1.669
C -1.921 2.061 2.840
C -2.755 0.977 3.100
C -3.097 0.112 1.982
C -4.041 -0.966 2.122
C -4.326 -1.914 1.146
C -3.597 -1.864 -0.029
C -2.645 -0.879 -0.198
C -2.345 0.076 0.785
N -1.251 0.937 0.761
H 2.224 5.476 -0.312
H 1.478 5.723 2.027
H -0.342 4.252 2.909
H 1.484 3.625 -1.711
H -1.864 2.951 3.468
H -3.185 0.833 4.065
H -4.627 -0.989 3.020
H -5.091 -2.684 1.313
H -3.811 -2.522 -0.862
H -1.978 -0.851 -1.056
C 0.086 -3.989 -0.535
C 0.735 -3.435 -1.798
S 1.285 -1.722 -1.720
C 2.941 -1.951 -1.186
C 3.233 -1.462 0.221
S 1.966 -0.531 1.046
C 1.249 -1.492 2.415
C 0.357 -2.684 2.005
S 1.174 -3.924 0.944
H -0.180 -5.052 -0.700
H -0.833 -3.395 -0.339
H -0.035 -3.379 -2.580
H 1.548 -4.106 -2.141
H 3.530 -1.332 -1.895
H 3.240 -3.009 -1.278
H 4.103 -0.758 0.122
H 3.555 -2.291 0.868
H 0.623 -0.737 2.915
H 1.992 -1.797 3.165
H -0.469 -2.232 1.442
H -0.052 -3.221 2.885
Se -4.002 1.118 -3.545
C -2.370 1.107 -2.752
N -1.272 1.097 -2.300
Se 0.886 1.590 -7.052
Sb 2.888 1.774 -5.546
Se 4.665 3.595 -5.014
Se 5.253 0.911 -5.328
Se 2.177 1.232 -2.665
*
```

No. 2
Entry from the OMol25 dataset: a molecular structure, C22H22N3OPtS (ωB97M-V with the def2-TZVPD basis set).

HOMO-LUMO gap (spin up / spin down) = 0.2033 / 0.2579 hartree
⟨S²⟩ = 6.017
E_HOMO (spin up / spin down) = -8.2579 / -11.9197 eV
maximum force = 0.300 eV Å⁻¹
lowest unoccupied orbital energy (spin up / spin down) = -2.7 / -4.9 eV
total energy = -43760.344 eV

Structure (ORCA input):
```
! RIJCOSX wB97M-V def2-TZVPD def2/J DEFGRID3
* xyz 1 5
Pt -0.148 -0.783 0.206
C 2.780 -1.701 -0.743
N 1.880 -1.436 0.357
C 2.297 -1.701 1.636
C 1.337 -1.528 2.635
C 1.383 -1.710 4.082
C 0.133 -1.416 4.549
C -0.674 -1.063 3.433
N 0.064 -1.142 2.284
C 2.979 -0.485 -1.616
C 2.673 -0.510 -2.970
C 2.905 0.607 -3.766
C 3.439 1.759 -3.208
C 3.740 1.794 -1.849
C 3.510 0.678 -1.060
H 2.392 -2.528 -1.346
H 3.747 -2.020 -0.344
H 3.289 -2.081 1.837
H 2.248 -2.014 4.647
H -0.207 -1.445 5.572
H -1.715 -0.780 3.424
H 2.266 -1.413 -3.410
H 2.674 0.573 -4.822
H 3.631 2.625 -3.828
H 4.166 2.688 -1.412
H 3.761 0.699 -0.005
S -4.343 -2.776 -0.072
C -2.669 -2.494 0.091
N -2.283 -1.253 0.025
C -3.374 -0.402 -0.155
C -3.332 0.990 -0.234
C -4.514 1.672 -0.414
C -5.737 0.991 -0.511
C -5.794 -0.382 -0.422
C -4.595 -1.072 -0.238
H -1.980 -3.315 0.236
H -2.392 1.515 -0.139
H -4.503 2.752 -0.475
H -6.650 1.553 -0.653
H -6.736 -0.908 -0.488
C 0.915 2.005 1.683
O 0.525 2.148 0.290
C 0.181 1.128 -0.406
C -0.057 1.487 -1.828
H 1.940 1.643 1.705
H 0.249 1.310 2.183
H 0.849 3.001 2.106
H -0.546 2.460 -1.908
H -0.627 0.719 -2.348
H 0.923 1.562 -2.313
*
```

No. 3
Entry from the OMol25 dataset: a molecular structure, C22H22N3PdS5 in a non-equilibrium geometry (ωB97M-V with the def2-TZVPD basis set).

HOMO-LUMO gap (spin up / spin down) = 0.2834 / 0.2311 hartree
⟨S²⟩ = 6.073
E_HOMO (spin up / spin down) = -11.1900 / -11.8585 eV
maximum force = 3.671 eV Å⁻¹
lowest unoccupied orbital energy (spin up / spin down) = -3.5 / -5.6 eV
total energy = -85287.538 eV
relative energy (zero: lowest compared OMol25 entry of this formula, charge and spin) = 5.2 kcal per mole

Structure (ORCA input):
```
! RIJCOSX wB97M-V def2-TZVPD def2/J DEFGRID3
* xyz 1 5
Pd 0.353 -0.516 -0.281
C 1.421 2.263 -1.863
C 2.497 2.454 -0.756
S 2.526 1.227 0.626
C 4.022 0.195 0.309
C 4.016 -0.477 -1.018
S 2.524 -1.470 -1.376
C 2.388 -1.251 -3.127
C 1.703 0.002 -3.708
S 2.285 1.651 -3.421
H 0.897 3.123 -2.135
H 0.635 1.547 -1.601
H 2.285 3.408 -0.280
H 3.529 2.582 -1.186
H 3.978 -0.472 1.210
H 4.962 0.769 0.490
H 4.875 -1.104 -1.224
H 4.021 0.351 -1.805
H 1.654 -2.056 -3.370
H 3.370 -1.453 -3.552
H 0.666 -0.102 -3.584
H 1.847 -0.192 -4.746
S -1.030 -2.020 -1.577
C -0.925 -3.337 -0.556
C -1.575 -4.509 -1.032
N -2.201 -5.316 -1.531
C -0.239 -3.365 0.688
S 0.698 -2.206 1.357
C -0.304 -4.546 1.540
N -0.253 -5.502 2.203
C -0.888 -0.479 4.806
C -1.955 -0.968 4.051
C -2.058 -0.567 2.694
C -1.130 0.392 2.162
C -0.085 0.804 2.946
C 0.119 0.291 4.224
N -1.121 0.685 0.769
C -2.187 1.311 0.216
C -2.314 1.331 -1.231
C -3.354 1.933 -1.866
C -4.410 2.362 -1.088
C -4.463 2.234 0.300
C -3.296 1.808 0.980
H -0.807 -0.765 5.856
H -2.567 -1.703 4.524
H -2.906 -0.797 2.147
H 0.582 1.632 2.552
H 0.972 0.712 4.693
H -1.508 0.838 -1.751
H -3.336 1.974 -2.938
H -5.294 2.755 -1.537
H -5.312 2.650 0.721
H -3.309 1.889 2.072
*
```

No. 4
Entry from the OMol25 dataset: a molecular structure, C22H22N5O3SSiTc in a non-equilibrium geometry (ωB97M-V with the def2-TZVPD basis set).

HOMO-LUMO gap (spin up / spin down) = 0.2319 / 0.2163 hartree
⟨S²⟩ = 0.770
E_HOMO (spin up / spin down) = -11.0299 / -10.8737 eV
maximum force = 3.242 eV Å⁻¹
lowest unoccupied orbital energy (spin up / spin down) = -4.7 / -5.0 eV
total energy = -57667.566 eV

Structure (ORCA input):
```
! RIJCOSX wB97M-V def2-TZVPD def2/J DEFGRID3
* xyz 1 2
Tc 0.651 -0.776 -0.261
N -2.823 1.593 6.440
C -2.056 0.947 5.533
C -1.552 1.632 4.409
C -0.790 0.975 3.478
C -0.506 -0.382 3.655
C -0.998 -1.080 4.760
C -1.761 -0.420 5.690
S 0.366 -1.239 2.463
O 0.875 -2.480 2.940
O 1.314 -0.299 1.794
N -0.611 -1.449 1.127
C -0.946 -2.608 0.430
N -0.561 -2.374 -0.853
C -0.800 -3.313 -1.762
C -1.444 -4.478 -1.370
C -1.775 -4.618 -0.030
N -1.526 -3.678 0.892
H -2.963 2.585 6.380
H -3.113 1.135 7.285
H -1.766 2.686 4.287
H -0.396 1.506 2.621
H -0.765 -2.129 4.882
H -2.136 -0.950 6.556
H -0.479 -3.119 -2.776
H -1.669 -5.252 -2.087
H -2.261 -5.516 0.331
N -3.949 6.558 -5.106
C -3.413 5.702 -4.559
C -2.743 4.635 -3.874
C -3.456 3.489 -3.519
C -2.810 2.457 -2.868
C -1.453 2.572 -2.547
C -0.748 3.729 -2.896
C -1.388 4.751 -3.568
C -0.790 1.514 -1.865
C -0.223 0.611 -1.267
H -4.505 3.412 -3.764
H -3.349 1.559 -2.601
H 0.299 3.817 -2.641
H -0.849 5.645 -3.849
C 4.850 0.190 -0.652
Si 3.888 -1.177 -1.467
C 4.005 -1.107 -3.322
C 4.315 -2.859 -0.792
O 2.250 -0.913 -1.096
H 5.917 0.071 -0.850
H 4.711 0.195 0.430
H 4.548 1.165 -1.037
H 5.047 -1.230 -3.628
H 3.658 -0.149 -3.710
H 3.425 -1.898 -3.799
H 5.369 -3.077 -0.980
H 3.728 -3.645 -1.271
H 4.154 -2.919 0.285
*
```

No. 5
Entry from the OMol25 dataset: C22H22N6O4S in the gas phase (ωB97M-V with the def2-TZVPD basis set).

HOMO-LUMO gap = 0.3059 hartree
E_HOMO = -8.6111 eV
maximum force = 0.865 eV Å⁻¹
SMILES = CCn1cc(C(=O)O)c(=O)c2cnc(N3CCN(C(=S)NC(=O)c4ccccc4)CC3)nc21
lowest unoccupied orbital energy = -0.3 eV
total energy = -51139.628 eV
relative energy (zero: lowest compared OMol25 entry of this formula, charge and spin) = 0.0 kcal per mole

Structure (ORCA input):
```
! RIJCOSX wB97M-V def2-TZVPD def2/J DEFGRID3
* xyz 0 1
C -3.856 -0.889 2.492
C -2.781 -1.829 1.958
N -1.692 -1.965 2.907
C -1.680 -2.964 3.809
C -0.721 -3.129 4.760
C -0.847 -4.300 5.686
O -1.770 -5.074 5.597
O 0.106 -4.422 6.593
C 0.387 -2.195 4.868
O 1.286 -2.295 5.711
C 0.337 -1.123 3.890
C 1.306 -0.110 3.821
N 1.258 0.870 2.959
C 0.219 0.878 2.099
N 0.163 1.902 1.238
C -0.862 2.015 0.234
C -0.245 1.924 -1.167
N 1.007 2.659 -1.207
C 2.049 2.297 -1.966
S 3.604 2.785 -1.695
N 1.837 1.431 -3.034
C 0.834 1.511 -3.983
O -0.085 2.298 -3.908
C 0.995 0.557 -5.109
C 1.677 -0.652 -4.986
C 1.776 -1.501 -6.073
C 1.204 -1.154 -7.286
C 0.514 0.041 -7.411
C 0.403 0.889 -6.325
C 1.180 3.620 -0.143
C 1.219 2.896 1.203
N -0.755 -0.037 2.053
C -0.699 -1.023 2.940
H -4.263 -1.268 3.427
H -4.662 -0.801 1.771
H -3.433 0.097 2.668
H -3.199 -2.820 1.772
H -2.363 -1.430 1.032
H -2.490 -3.680 3.762
H 0.769 -3.681 6.495
H 2.141 -0.120 4.509
H -1.573 1.203 0.380
H -1.387 2.968 0.359
H -0.945 2.319 -1.912
H -0.039 0.878 -1.416
H 2.704 1.008 -3.348
H 2.108 -0.949 -4.041
H 2.301 -2.439 -5.973
H 1.291 -1.819 -8.133
H 0.061 0.310 -8.353
H -0.135 1.823 -6.399
H 0.355 4.336 -0.185
H 2.118 4.153 -0.301
H 2.178 2.389 1.338
H 1.097 3.611 2.024
*
```

No. 6
Entry from the OMol25 dataset: a gas-phase ion, C22H22NO2 (charge +1) in a non-equilibrium geometry (ωB97M-V with the def2-TZVPD basis set).

HOMO-LUMO gap = 0.2323 hartree
E_HOMO = -10.3277 eV
maximum force = 1.740 eV Å⁻¹
SMILES = COc1ccc(/C=C/[C@H](c2ccc(OC)cc2)[n+]2ccccc2)cc1
lowest unoccupied orbital energy = -4.0 eV
total energy = -28748.603 eV
relative energy (zero: lowest compared OMol25 entry of this formula, charge and spin) = 13.0 kcal per mole

Structure (ORCA input):
```
! RIJCOSX wB97M-V def2-TZVPD def2/J DEFGRID3
* xyz 1 1
C -0.485 -7.235 1.144
O -1.702 -6.477 0.987
C -1.650 -5.155 0.694
C -2.888 -4.463 0.728
C -2.913 -3.091 0.609
C -1.723 -2.344 0.407
C -1.755 -0.897 0.258
C -0.682 -0.193 -0.171
C -0.692 1.272 -0.504
C 0.661 1.837 -0.943
C 0.701 3.156 -1.411
C 1.876 3.729 -1.864
C 3.056 2.945 -1.937
O 4.146 3.520 -2.518
C 5.369 2.743 -2.546
C 3.032 1.623 -1.441
C 1.855 1.112 -0.895
N -1.228 2.111 0.574
C -0.508 2.314 1.710
C -0.878 3.304 2.608
C -2.033 4.057 2.385
C -2.786 3.789 1.240
C -2.377 2.797 0.367
C -0.505 -3.063 0.315
C -0.454 -4.445 0.425
H -0.845 -8.216 1.456
H 0.058 -7.312 0.193
H 0.168 -6.803 1.915
H -3.789 -5.050 0.882
H -3.864 -2.562 0.649
H -2.711 -0.398 0.466
H 0.223 -0.712 -0.475
H -1.391 1.385 -1.353
H -0.210 3.756 -1.419
H 1.918 4.760 -2.203
H 6.111 3.424 -2.962
H 5.666 2.428 -1.534
H 5.256 1.858 -3.190
H 3.931 0.998 -1.491
H 1.903 0.122 -0.442
H 0.381 1.692 1.828
H -0.230 3.476 3.467
H -2.342 4.835 3.081
H -3.688 4.339 0.981
H -2.911 2.537 -0.548
H 0.430 -2.530 0.143
H 0.498 -4.971 0.335
*
```

No. 7
Entry from the OMol25 dataset: 2 unconnected molecules or ions with the total composition C22H23BCl2N in a non-equilibrium geometry (ωB97M-V with the def2-TZVPD basis set).

HOMO-LUMO gap = 0.2279 hartree
E_HOMO = -10.2728 eV
maximum force = 1.645 eV Å⁻¹
lowest unoccupied orbital energy = -4.1 eV
total energy = -50391.290 eV

Structure (ORCA input):
```
! RIJCOSX wB97M-V def2-TZVPD def2/J DEFGRID3
* xyz 1 1
Cl -5.109 -2.559 5.711
C -3.883 -2.403 4.522
C -2.531 -2.411 4.928
C -1.523 -2.303 3.964
C -1.812 -2.220 2.579
C -0.743 -2.245 1.582
C -0.796 -2.853 0.354
C 0.350 -2.702 -0.613
C 0.202 -2.486 -2.141
C 1.301 -2.883 -2.919
C 1.292 -2.818 -4.324
C 0.139 -2.332 -4.962
Cl -0.001 -2.501 -6.650
C -0.939 -1.859 -4.200
C -0.910 -1.931 -2.784
C -3.175 -2.216 2.199
C -4.216 -2.295 3.156
H -2.301 -2.487 5.992
H -0.481 -2.285 4.290
H 0.214 -1.870 1.975
H -1.613 -3.482 0.013
H 1.031 -3.565 -0.472
H 2.176 -3.277 -2.386
H 2.133 -3.204 -4.904
H -1.825 -1.505 -4.717
H -1.761 -1.588 -2.184
H -3.402 -2.107 1.134
H -5.272 -2.289 2.857
C 3.994 4.057 0.267
C 2.544 4.288 0.052
N 1.773 3.209 -0.061
B 2.497 1.947 0.037
H 0.902 -1.852 -0.222
C 0.446 3.166 -0.264
C -0.136 1.768 -0.365
C -0.173 4.403 -0.357
C 0.587 5.586 -0.235
C 1.970 5.527 -0.020
H 4.453 5.038 0.377
H 4.203 3.478 1.176
H 4.483 3.548 -0.574
H 2.780 1.516 -1.013
H 2.457 1.484 1.114
H -1.226 1.766 -0.504
H 0.302 1.197 -1.206
H 0.075 1.159 0.531
H -1.245 4.450 -0.528
H 0.121 6.561 -0.305
H 2.643 6.379 0.102
*
```

No. 8
Entry from the OMol25 dataset: 2 unconnected molecules or ions with the total composition C22H23BNO in a non-equilibrium geometry (ωB97M-V with the def2-TZVPD basis set).

HOMO-LUMO gap = 0.2076 hartree
E_HOMO = -9.6471 eV
maximum force = 2.321 eV Å⁻¹
lowest unoccupied orbital energy = -4.0 eV
total energy = -27392.828 eV
relative energy (zero: lowest compared OMol25 entry of this formula, charge and spin) = 35.1 kcal per mole

Structure (ORCA input):
```
! RIJCOSX wB97M-V def2-TZVPD def2/J DEFGRID3
* xyz 1 1
C -4.747 3.936 0.913
C -4.732 2.454 1.248
N -3.456 2.039 1.193
B -2.615 3.326 0.912
H 1.427 0.433 0.361
C -3.111 0.742 1.338
C -1.679 0.407 1.129
C -4.111 -0.167 1.629
C -5.422 0.261 1.752
C -5.758 1.593 1.553
H -5.709 4.413 1.060
H -4.029 4.478 1.586
H -4.433 4.130 -0.140
H -2.310 3.468 -0.237
H -2.106 3.820 1.853
H -1.411 -0.641 1.310
H -1.410 0.607 0.091
H -1.032 1.020 1.764
H -3.855 -1.229 1.750
H -6.207 -0.405 1.988
H -6.777 1.990 1.604
C 3.727 -1.782 -5.425
C 3.657 -0.467 -4.984
C 3.292 -0.173 -3.682
C 3.059 -1.213 -2.743
C 2.999 -0.912 -1.321
O 2.757 -2.008 -0.537
C 2.482 -1.928 0.847
C 2.569 -0.713 1.506
C 2.007 -0.596 2.785
C 1.612 -1.701 3.494
C 1.658 -2.950 2.843
C 1.968 -3.033 1.502
C 2.484 0.414 0.566
C 3.156 0.286 -0.710
C 2.967 -2.534 -3.246
C 3.357 -2.822 -4.557
H 4.007 -2.022 -6.453
H 3.877 0.351 -5.670
H 3.205 0.860 -3.316
H 1.831 0.416 3.194
H 1.247 -1.643 4.528
H 1.376 -3.879 3.378
H 1.848 -3.937 0.896
H 2.711 1.332 1.093
H 3.651 1.166 -1.161
H 2.624 -3.341 -2.585
H 3.356 -3.850 -4.896
*
```